No. 1
One molecule with the formula H4N2S2. Source: the OMol25 dataset; level of theory: wB97M-V/def2-TZVPD.

The energy relative to the best compared isomer or geometry (same formula, charge and spin) comes out at 3.942 eV. As for the frontier orbital gap (spin up / spin down): 7.44 / 7.45 eV. Its highest occupied orbital energy (spin up / spin down) is -0.307 / -0.307 Ha. As for the LUMO energy (spin up / spin down): -0.90 / -0.90 eV. As for the total energy: -24710.82981 eV.

Geometry as XYZ:
```
8
Properties=species:S:1:pos:R:3:forces:R:3
N 0.6211 -0.6024 -1.5200 -1.46 -3.34 3.75
N 0.4784 1.0998 1.8205 0.64 1.99 -1.30
S 0.8877 0.1357 0.1329 0.47 -2.41 -0.60
S -0.4266 0.7663 2.9432 -2.88 -1.23 2.77
H -0.3141 -1.0822 -1.6493 1.51 1.27 0.07
H 0.7936 0.1508 -2.0718 0.13 2.43 -2.40
H 1.1281 -1.0636 0.9033 -0.25 1.55 -1.49
H -1.7367 1.5589 3.1519 1.84 -0.25 -0.80
```
Positions in Å, forces in eV/Å.

Löwdin charges in e: atom 1 (N): -0.331, atom 2 (N): -0.881, atom 3 (S): 0.747, atom 4 (S): 0.612, atom 5 (H): 0.044, atom 6 (H): -0.074, atom 7 (H): -0.031, atom 8 (H): -0.086

***

No. 2
A 2-piece molecular cluster, C3H9BO2S overall. Source: the OMol25 dataset; level of theory: wB97M-V/def2-TZVPD.

The energy relative to the best compared isomer or geometry (same formula, charge and spin) comes out at 2.557 eV. As for the frontier orbital gap (spin up / spin down): 7.78 / 7.94 eV. Its highest occupied orbital energy (spin up / spin down) is -0.278 / -0.282 Ha. As for the LUMO energy (spin up / spin down): 0.21 / 0.27 eV. As for the total energy: -18863.08321 eV.

Geometry as XYZ:
```
16
Properties=species:S:1:pos:R:3:forces:R:3
B 0.7846 -1.5194 -0.5247 -1.46 -1.62 -0.15
C -0.5712 2.2808 0.0659 0.27 1.13 -0.42
C 1.3884 -0.1243 -0.4175 -3.54 0.35 -3.29
C -0.7110 0.8552 0.3806 2.70 -1.98 -0.18
O 0.2713 -2.1554 0.5719 -0.63 -1.20 2.03
O 0.4640 -2.1625 -1.7255 0.41 0.07 -1.33
S -0.6359 0.5365 2.0995 0.08 0.58 0.12
H -0.2768 2.5629 -0.9512 -0.75 -0.58 -0.21
H -1.4996 2.8161 0.3881 0.90 -0.06 -0.21
H 0.3345 2.6263 0.5700 -0.43 0.36 0.70
H 1.9101 0.3791 0.2977 1.39 0.81 2.04
H 1.4701 0.3243 -1.4462 0.19 -0.22 1.08
H -1.3104 0.1415 -0.1377 -0.54 0.10 -0.51
H -0.2545 -2.9944 0.5322 1.05 1.38 -0.46
H 0.0832 -3.0653 -1.8337 0.57 1.40 0.82
H -1.4469 -0.5015 2.1304 -0.21 -0.53 -0.02
```
Positions in Å, forces in eV/Å.

Löwdin atomic charge list, values in e, 8 entries: atom 1 (B): -0.799, atom 2 (C): -0.205, atom 3 (C): 0.108, atom 4 (C): -0.551, atom 5 (O): 0.082, atom 6 (O): 0.097, atom 7 (S): 0.796, atom 8 (H): 0.080